No. 1
A molecular structure, C29H8Cl64IN3. Source: the OMol25 dataset; level of theory: the ωB97M-V functional and the def2-TZVPD basis.

charge = 0
gap between HOMO and LUMO = 8.09 eV
F_max = 0.066 hartree/bohr
E = -31023.8257 a.u.
HOMO = -9.227 eV
M = 2794.3 g/mol
LUMO level = -1.1 eV

Last column: Löwdin charge in e.
Geometry (Å):
I -3.927 -2.593 -1.782  0.878
C -2.691 -3.283 -0.191  -0.845
C -1.348 -2.790 -0.072  -0.259
N -0.493 -3.108 0.882  -0.005
C -1.061 -3.997 1.759  -0.209
C -0.278 -4.423 2.884  0.034
C -0.745 -5.321 3.820  -0.146
C 0.137 -5.668 4.981  -0.157
C 0.182 -6.952 5.563  0.004
C 1.034 -7.141 6.659  -0.262
N 1.816 -6.216 7.212  -0.023
C 1.769 -5.025 6.618  -0.132
C 0.973 -4.665 5.534  -0.004
C -2.076 -5.871 3.672  0.004
C -2.826 -5.473 2.603  -0.018
C -2.363 -4.531 1.633  -0.262
N -3.210 -4.169 0.624  0.009
H -1.002 -2.075 -0.850  -0.042
H 0.731 -4.024 3.013  0.090
H -0.422 -7.769 5.164  0.115
H 1.026 -8.171 7.110  0.005
H 2.425 -4.244 7.032  0.115
H 0.956 -3.682 5.062  0.112
H -2.457 -6.573 4.417  0.120
H -3.840 -5.867 2.487  0.070
C 3.589 -2.094 0.665  -1.999
Cl 1.936 -2.715 0.851  0.616
Cl 4.083 -1.270 2.155  0.519
Cl 4.697 -3.439 0.338  0.480
Cl 3.639 -0.950 -0.684  0.508
C -5.039 -6.335 -3.800  -2.040
Cl -4.837 -6.202 -2.050  0.467
Cl -3.498 -6.794 -4.539  0.525
Cl -6.256 -7.568 -4.160  0.518
Cl -5.567 -4.778 -4.460  0.486
C 0.359 1.032 -2.030  -1.984
Cl 0.949 2.322 -0.974  0.530
Cl -1.110 1.567 -2.850  0.490
Cl 1.596 0.639 -3.233  0.526
Cl -0.005 -0.405 -1.055  0.604
C -1.042 4.940 -4.802  -2.035
Cl -2.664 4.261 -4.585  0.512
Cl -0.537 5.746 -3.311  0.491
Cl 0.098 3.641 -5.173  0.507
Cl -1.066 6.109 -6.130  0.531
C 0.321 9.125 -0.963  -2.009
Cl -0.929 9.835 0.067  0.512
Cl 0.649 7.469 -0.422  0.482
Cl -0.230 9.085 -2.649  0.500
Cl 1.797 10.089 -0.849  0.515
C -2.307 4.150 1.027  -2.032
Cl -1.669 2.864 2.063  0.519
Cl -1.065 5.392 0.788  0.473
Cl -2.765 3.472 -0.539  0.502
Cl -3.725 4.878 1.794  0.531
C -5.010 -1.201 2.644  -1.987
Cl -5.940 -2.529 3.351  0.535
Cl -4.434 -0.130 3.934  0.522
Cl -3.632 -1.868 1.753  0.680
Cl -6.037 -0.286 1.533  0.529
C 6.005 -6.992 -1.408  -2.013
Cl 6.636 -5.736 -0.335  0.511
Cl 4.556 -6.387 -2.226  0.464
Cl 7.231 -7.411 -2.614  0.533
Cl 5.593 -8.427 -0.465  0.509
C -2.631 13.379 -1.971  -2.014
Cl -4.259 12.717 -1.769  0.538
Cl -2.125 14.171 -0.471  0.527
Cl -1.506 12.071 -2.354  0.483
Cl -2.628 14.560 -3.291  0.462
C 2.839 11.282 3.356  -2.045
Cl 2.860 13.017 3.013  0.521
Cl 4.444 10.601 3.051  0.522
Cl 2.401 11.021 5.051  0.522
Cl 1.655 10.490 2.309  0.485
C 3.432 -11.051 -2.797  -2.039
Cl 3.985 -12.299 -1.671  0.523
Cl 4.723 -9.871 -3.047  0.485
Cl 3.002 -11.799 -4.342  0.525
Cl 2.014 -10.234 -2.122  0.521
C -5.987 -9.265 0.550  -2.047
Cl -4.781 -10.174 -0.371  0.525
Cl -6.621 -10.276 1.856  0.526
Cl -5.232 -7.818 1.238  0.520
Cl -7.309 -8.784 -0.521  0.515
C -1.248 17.018 -6.746  -2.024
Cl -0.051 16.119 -7.687  0.516
Cl -1.863 15.987 -5.444  0.451
Cl -0.495 18.466 -6.049  0.508
Cl -2.581 17.503 -7.803  0.532
C 2.076 14.890 -3.898  -2.031
Cl 1.628 16.414 -4.675  0.496
Cl 1.161 14.705 -2.395  0.509
Cl 1.702 13.543 -4.984  0.521
Cl 3.808 14.895 -3.537  0.528
C 4.879 -4.612 -6.403  -2.036
Cl 4.146 -3.006 -6.540  0.516
Cl 6.620 -4.491 -6.692  0.523
Cl 4.598 -5.256 -4.777  0.465
Cl 4.155 -5.694 -7.602  0.520
C 3.301 -9.536 9.409  -1.994
Cl 2.235 -10.881 9.858  0.514
Cl 3.832 -8.694 10.874  0.518
Cl 4.714 -10.169 8.549  0.519
Cl 2.427 -8.407 8.358  0.675

***

No. 2
A molecular structure, C2Ag10O6. Source: the OMol25 dataset; level of theory: the ωB97M-V functional and the def2-TZVPD basis.

charge = +6
gap between HOMO and LUMO = 2.49 eV
F_max = 0.087 hartree/bohr
energy above the lowest of the compared OMol25 structures with the same formula, charge and spin = 106.1 kJ/mol
E = -1993.8737 a.u.
HOMO = -25.628 eV
M = 1198.7 g/mol
LUMO level = -23.1 eV

Last column: natural (NBO) charge in e.
Geometry (Å):
Ag -24.864 8.714 -2.848  0.916
Ag -26.234 15.292 -1.558  0.879
Ag -26.223 15.335 -4.452  0.748
Ag -23.213 14.168 -3.093  0.823
Ag -25.538 12.003 -5.580  0.426
Ag -28.125 13.093 -2.425  0.615
Ag -28.061 9.754 -3.579  0.888
Ag -22.577 10.639 -4.377  0.936
Ag -28.140 10.824 -0.287  1.003
Ag -22.709 11.253 -0.979  0.994
C -25.452 11.995 -2.497  0.919
O -25.570 13.280 -2.750  -1.102
O -26.478 11.337 -2.029  -1.014
O -24.337 11.359 -2.707  -1.027
C -22.031 7.942 -2.880  0.882
O -22.913 7.009 -3.143  -0.207
O -22.442 9.075 -2.340  -0.742
O -20.796 7.503 -2.804  0.065

***

No. 3
A single C2Br2IN molecule. Source: the OMol25 dataset; level of theory: the ωB97M-V functional and the def2-TZVPD basis.

charge = 0
spin multiplicity = 3
<S²> = 2.01
gap between HOMO and LUMO (spin up / spin down) = 6.06 / 6.52 eV
F_max = 0.105 hartree/bohr
E = -5576.4751 a.u.
HOMO (spin up / spin down) = -6.447 / -9.645 eV
M = 324.7 g/mol
LUMO level (spin up / spin down) = -0.4 / -3.1 eV

Last column: natural (NBO) charge in e.
Geometry (Å):
C 0.077 0.486 -0.139  0.187
C -0.890 -0.360 -0.116  -0.205
N 0.802 1.349 0.226  -0.622
Br -1.434 -1.277 -1.649  0.211
Br -1.153 -1.148 1.674  0.012
I 2.599 0.949 0.005  0.419